[1]
This record from the Open Molecules 2025 dataset describes a structure of composition C44H39N6O2P3ReSSe2. The level of theory is wB97M-V/def2-TZVPD.

Last column: Mulliken charge in e.
Positions of all 98 atoms, in Å:
Re -2.53 -0.12 -0.24  1.26
Se 2.76 -0.19 3.17  -0.15
P 3.18 -0.10 1.10  1.35
C 3.68 -1.67 0.35  0.24
C 3.85 -2.81 1.12  -0.35
C 4.22 -4.00 0.52  -0.73
C 4.42 -4.05 -0.85  -0.51
C 4.25 -2.91 -1.63  -0.96
C 3.87 -1.71 -1.04  -0.36
C 4.35 1.15 0.56  0.70
C 5.68 0.80 0.37  -0.52
C 6.60 1.79 0.04  -0.73
C 6.18 3.11 -0.10  -0.51
C 4.85 3.45 0.10  -0.71
C 3.93 2.47 0.44  -0.42
C 1.61 0.27 0.31  0.30
C 0.36 0.15 0.88  -0.65
N -0.52 0.35 -0.14  1.28
N 0.17 0.60 -1.25  -0.34
N 1.44 0.54 -1.00  -0.94
P -0.25 -0.07 2.53  -0.17
Se -2.54 0.05 2.06  -0.31
C -0.24 -1.73 3.16  1.14
C -0.95 -2.04 4.32  -0.52
C -0.98 -3.35 4.76  -0.90
C -0.34 -4.35 4.04  -0.73
C 0.35 -4.04 2.87  -0.92
C 0.40 -2.73 2.43  -0.22
C -0.10 1.31 3.65  1.20
C 0.23 1.13 4.99  -0.27
C 0.31 2.24 5.82  -0.85
C 0.08 3.51 5.31  -0.70
C -0.23 3.68 3.97  -0.72
C -0.34 2.58 3.14  -0.73
H 3.70 -2.75 2.20  0.46
H 4.38 -4.88 1.12  0.49
H 4.73 -4.98 -1.32  0.47
H 4.42 -2.95 -2.70  0.50
H 3.74 -0.82 -1.64  0.46
H 6.01 -0.22 0.47  0.43
H 7.64 1.53 -0.12  0.42
H 6.90 3.87 -0.36  0.41
H 4.53 4.48 0.00  0.43
H 2.89 2.74 0.60  0.36
H -1.47 -1.27 4.87  0.55
H -1.52 -3.60 5.67  0.47
H -0.37 -5.37 4.40  0.44
H 0.85 -4.82 2.32  0.53
H 0.95 -2.48 1.53  0.45
H 0.45 0.14 5.38  0.55
H 0.56 2.11 6.87  0.46
H 0.15 4.37 5.97  0.43
H -0.40 4.68 3.58  0.48
H -0.58 2.71 2.09  0.30
O -6.54 0.18 -1.19  -0.57
C -5.46 0.49 -0.78  0.39
O -4.59 -0.38 -0.27  -0.72
C -4.94 1.94 -0.82  -0.79
P -3.22 1.85 -1.38  0.15
C -2.37 3.41 -1.23  1.10
C -2.37 4.05 0.01  -0.68
C -1.71 5.26 0.16  -0.72
C -1.04 5.81 -0.92  -0.60
C -1.03 5.17 -2.15  -0.81
C -1.69 3.96 -2.31  -0.30
C -3.25 1.19 -3.05  0.67
C -4.46 1.03 -3.73  -0.79
C -4.46 0.48 -5.00  -0.83
C -3.27 0.08 -5.59  -0.60
C -2.07 0.23 -4.92  -0.87
C -2.04 0.78 -3.64  0.15
H -4.94 2.33 0.20  0.61
H -5.58 2.57 -1.43  0.53
H -2.90 3.62 0.86  0.28
H -1.73 5.77 1.11  0.48
H -0.52 6.76 -0.81  0.46
H -0.51 5.61 -2.99  0.46
H -1.70 3.47 -3.28  0.44
H -5.40 1.33 -3.29  0.37
H -5.40 0.37 -5.53  0.47
H -3.28 -0.34 -6.59  0.45
H -1.14 -0.08 -5.38  0.50
H -1.10 0.90 -3.12  0.46
C 1.00 -4.29 -3.18  -1.28
C 0.58 -4.20 -1.71  0.72
C -0.74 -3.54 -1.54  -0.10
N -0.90 -2.37 -1.05  -0.20
N -2.23 -1.97 -1.03  0.15
C -3.08 -2.91 -1.49  0.60
N -4.39 -2.78 -1.54  -0.22
S -2.24 -4.31 -2.03  -0.18
H 1.96 -4.78 -3.27  0.37
H 1.08 -3.29 -3.61  0.35
H 0.28 -4.86 -3.77  0.42
H 1.31 -3.62 -1.14  -0.69
H 0.54 -5.20 -1.27  0.38
H -4.83 -1.96 -1.10  0.21
H -4.97 -3.52 -1.89  0.21

- Charge: +2
- Multiplicity: 2
- E_tot: -8482.10932 Eh
- ⟨S²⟩: 0.760
- Gap between HOMO and LUMO (alpha / beta): 6.0382 / 6.2749 eV
- Strongest force on any atom: 0.21 eV/Å

[2]
This record from the Open Molecules 2025 dataset describes a structure of composition C44H40As2Cl2N6O12Tl. The level of theory is wB97M-V/def2-TZVPD.

Last column: Mulliken charge in e.
Positions of all 107 atoms, in Å:
Tl 0.59 2.50 0.25  3.00
Cl 4.03 -3.59 0.26  -0.31
C 3.27 -2.36 1.30  -0.22
C 2.95 -1.16 0.70  -0.34
C 2.35 0.04 1.14  -0.70
N 2.49 1.25 0.40  -0.06
C 3.52 1.47 -0.41  0.07
O 4.56 0.80 -0.51  -0.80
C 3.42 2.68 -1.30  0.52
C 4.50 3.00 -2.13  -0.84
C 4.39 4.08 -2.98  -0.20
C 3.22 4.84 -2.97  -1.19
C 2.21 4.46 -2.10  -0.04
N 2.31 3.40 -1.30  -0.04
C 1.55 0.12 2.34  0.91
C 2.42 -1.81 3.62  -1.82
C 3.20 -2.78 2.71  0.52
Cl 4.88 -3.04 3.43  -0.33
N 0.62 1.34 2.46  0.16
C -0.55 1.24 3.25  0.75
O -0.57 0.78 4.36  -0.62
C -1.76 1.89 2.65  0.47
C -2.93 1.87 3.38  -0.93
C -4.08 2.41 2.83  -0.54
C -4.00 2.98 1.57  -1.09
C -2.78 2.98 0.92  -0.15
N -1.68 2.44 1.44  0.59
H 3.32 -1.10 -0.31  0.61
H 5.38 2.37 -2.07  0.53
H 5.20 4.35 -3.64  0.42
H 3.09 5.69 -3.62  0.42
H 1.28 5.02 -2.04  0.37
H 2.06 -2.39 4.47  1.08
H -2.91 1.41 4.36  0.57
H -5.02 2.38 3.37  0.40
H -4.87 3.41 1.09  0.48
H -2.68 3.41 -0.07  0.27
C -0.62 6.72 1.30  -1.56
C -0.41 5.50 0.42  1.10
O 0.41 4.66 0.91  -0.77
C -1.10 5.45 -0.78  -1.16
C -1.18 4.38 -1.74  0.77
C -2.01 4.60 -2.97  -1.68
N -0.61 3.22 -1.56  0.89
N -0.70 2.29 -2.58  -0.88
C -0.38 1.08 -2.20  -0.33
O -0.13 0.69 -1.00  -0.63
C -0.26 0.04 -3.27  0.54
C 0.41 -1.14 -2.96  0.11
C 0.59 -2.12 -3.92  -0.78
C 0.07 -1.94 -5.20  -0.51
C -0.61 -0.77 -5.51  -0.78
C -0.77 0.22 -4.55  -0.49
H -1.10 6.39 2.23  0.29
H -1.25 7.47 0.82  0.39
H 0.34 7.15 1.56  0.31
H -1.69 6.32 -1.03  0.16
H -2.19 5.66 -3.13  0.45
H -2.97 4.09 -2.86  0.25
H -1.52 4.16 -3.84  0.31
H 0.80 -1.27 -1.95  0.37
H 1.13 -3.03 -3.68  0.44
H 0.20 -2.71 -5.95  0.41
H -1.01 -0.62 -6.51  0.40
H -1.28 1.15 -4.78  0.44
C -4.17 -0.09 -2.18  -0.75
O -3.27 -1.09 -1.69  -0.11
C -3.13 -1.19 -0.37  0.02
O -3.76 -0.50 0.41  -0.62
C -2.07 -2.13 0.17  0.41
C -1.86 -3.41 -0.12  0.97
As -0.83 -4.68 0.99  -0.13
C 0.43 -5.07 -0.48  -0.95
C 0.42 -3.56 2.06  0.06
C 0.37 -2.11 2.18  -0.11
As -1.25 -1.16 1.66  1.59
C -2.35 -1.99 3.07  -1.42
C 1.24 -1.29 2.82  0.07
O 1.80 1.17 3.28  -0.90
O 3.25 -0.77 4.05  -0.16
C 3.37 -0.66 5.45  -0.91
C 1.44 -4.37 2.44  0.22
O 2.64 -4.08 2.93  -0.56
O 1.31 -5.70 2.30  -0.42
C 2.48 -6.53 2.45  -0.76
C -2.52 -4.22 -1.21  -0.61
O -2.86 -5.37 -1.05  -0.59
O -2.59 -3.62 -2.39  0.11
C -3.13 -4.41 -3.45  -0.86
H -4.59 -0.49 -3.10  0.22
H -3.61 0.81 -2.39  0.15
H -4.95 0.11 -1.46  0.35
H -0.13 -5.34 -1.37  0.41
H 1.08 -5.90 -0.20  0.40
H 1.04 -4.19 -0.67  0.14
H -2.30 -3.07 3.02  0.42
H -3.39 -1.66 2.95  0.37
H -1.97 -1.65 4.04  0.38
H 4.04 -1.43 5.85  0.27
H 2.40 -0.72 5.94  0.31
H 3.79 0.33 5.65  0.29
H 2.14 -7.53 2.21  0.28
H 2.85 -6.49 3.47  0.30
H 3.27 -6.22 1.77  0.30
H -3.15 -3.75 -4.31  0.24
H -4.14 -4.75 -3.20  0.31
H -2.51 -5.27 -3.64  0.29

- Charge: -1
- Multiplicity: 1
- E_tot: -8496.38516 Eh
- Gap between HOMO and LUMO: 5.0537 eV
- Strongest force on any atom: 0.86 eV/Å

[3]
This record from the Open Molecules 2025 dataset describes a structure of composition C44H40AsINPd. The level of theory is wB97M-V/def2-TZVPD.

Last column: Mulliken charge in e.
Positions of all 88 atoms, in Å:
Pd -1.51 -0.48 0.49  -1.27
I -3.86 -1.61 0.81  0.14
C -4.79 -0.16 -0.40  0.69
C -6.11 -0.31 -0.71  -0.58
C -6.73 0.67 -1.51  -0.61
C -6.02 1.75 -1.92  -0.93
C -4.65 1.92 -1.58  1.10
C -3.94 3.08 -1.96  -0.85
C -2.64 3.24 -1.58  -1.33
C -1.99 2.24 -0.84  0.35
C -2.60 1.06 -0.47  -0.86
C -3.99 0.92 -0.81  0.83
H -6.68 -1.16 -0.35  0.45
H -7.77 0.56 -1.77  0.41
H -6.49 2.52 -2.53  0.41
H -4.45 3.84 -2.54  0.40
H -2.10 4.15 -1.85  0.47
H -0.96 2.42 -0.56  0.43
C -2.64 1.87 5.28  -0.69
C -3.01 1.97 3.92  -1.13
C -2.50 1.12 2.98  -0.40
C -1.57 0.10 3.34  1.39
C -0.96 -0.83 2.44  -0.08
C -0.07 -1.76 2.86  0.36
C 0.30 -1.83 4.22  -1.19
C -0.25 -0.97 5.12  -0.95
C -1.19 0.01 4.71  0.88
C -1.74 0.90 5.65  -1.00
H -3.06 2.54 6.01  0.42
H -3.71 2.73 3.61  0.49
H -2.81 1.24 1.96  0.65
H 0.39 -2.46 2.18  0.30
H 1.01 -2.58 4.53  0.50
H 0.02 -1.01 6.17  0.42
H -1.44 0.81 6.69  0.42
C 1.39 1.45 -6.44  -1.61
C 1.11 1.09 -5.01  0.54
C 0.50 -0.11 -4.67  -1.11
C 0.25 -0.48 -3.36  -0.10
C -0.42 -1.81 -3.12  -1.51
C 0.64 0.41 -2.34  1.45
As 0.60 -0.12 -0.48  2.89
N -0.03 -1.76 -0.17  0.52
C 0.40 -3.03 0.17  -0.60
C 1.75 -3.39 0.27  0.13
C 2.10 -4.71 0.54  -0.99
C 1.13 -5.67 0.76  -0.52
C -0.21 -5.31 0.69  -0.73
C -0.58 -4.01 0.39  0.13
C 2.31 0.24 0.35  1.14
C 2.39 0.96 1.54  0.99
C 1.26 1.79 2.10  -1.21
C 3.62 1.03 2.18  -1.07
C 4.76 0.45 1.65  0.65
C 6.09 0.55 2.35  -1.58
C 4.66 -0.18 0.41  -0.94
C 3.46 -0.30 -0.26  0.03
C 3.47 -0.91 -1.64  -1.51
C 1.20 1.66 -2.65  -0.08
C 1.48 2.75 -1.64  -1.74
C 1.43 1.97 -3.98  -1.01
H 1.07 0.66 -7.12  0.37
H 2.46 1.62 -6.59  0.35
H 0.87 2.37 -6.71  0.36
H 0.21 -0.79 -5.46  0.38
H -0.84 -2.17 -4.06  0.52
H -1.23 -1.74 -2.39  0.01
H 0.28 -2.56 -2.76  0.24
H 2.51 -2.65 0.15  0.55
H 3.15 -4.97 0.61  0.43
H 1.41 -6.69 0.98  0.41
H -0.98 -6.05 0.86  0.44
H -1.62 -3.74 0.33  0.08
H 0.29 1.51 1.70  -0.45
H 1.43 2.84 1.85  0.40
H 1.21 1.71 3.18  0.53
H 3.69 1.57 3.12  0.45
H 5.97 0.91 3.37  0.38
H 6.75 1.23 1.82  0.33
H 6.58 -0.42 2.39  0.39
H 5.56 -0.60 -0.04  0.51
H 4.29 -1.63 -1.73  0.55
H 3.62 -0.14 -2.39  0.36
H 2.54 -1.43 -1.91  0.16
H 1.53 2.42 -0.61  0.09
H 0.70 3.51 -1.71  0.30
H 2.43 3.25 -1.87  0.55
H 1.87 2.93 -4.22  0.49

- Charge: +1
- Multiplicity: 1
- E_tot: -4416.48427 Eh
- Gap between HOMO and LUMO: 6.2969 eV
- Strongest force on any atom: 0.41 eV/Å

[4]
This record from the Open Molecules 2025 dataset describes a structure of composition C44H40Cl5N3OSnTe. The level of theory is wB97M-V/def2-TZVPD.

Last column: Mulliken charge in e.
Positions of all 95 atoms, in Å:
Sn -0.41 1.99 1.71  0.98
Cl -2.12 -1.26 2.84  -0.19
C -2.36 0.22 3.75  0.65
C -1.58 1.35 3.51  -1.68
C -1.77 2.43 4.37  0.98
Cl -0.75 3.84 4.17  -0.15
C -2.71 2.43 5.39  -0.29
Cl -2.90 3.79 6.42  -0.17
C -3.50 1.30 5.58  0.57
Cl -4.68 1.27 6.81  -0.16
C -3.32 0.18 4.76  -0.24
Cl -4.26 -1.23 5.03  -0.18
C 0.88 5.98 0.60  -1.18
C -0.37 5.36 -0.03  -0.22
C -0.11 4.48 -1.23  0.52
C -0.59 4.86 -2.48  -0.95
C -0.38 4.09 -3.61  -1.23
C 0.32 2.90 -3.49  -0.70
C 0.81 2.47 -2.26  0.08
C 1.48 1.11 -2.20  1.03
C 2.88 1.08 -2.81  -1.44
C 0.61 3.29 -1.15  0.24
N 1.05 2.87 0.15  0.42
C 2.27 2.60 0.43  -0.12
C 2.55 1.92 1.65  -0.06
C 3.73 1.60 2.30  -0.92
C 3.37 0.88 3.45  -1.00
C 1.99 0.78 3.45  -0.78
N 1.48 1.39 2.36  0.57
H 0.60 6.63 1.43  0.41
H 1.42 6.58 -0.13  0.34
H 1.57 5.23 0.99  0.20
H -1.04 6.16 -0.35  0.59
H -0.92 4.79 0.73  -0.24
H -1.14 5.79 -2.56  0.42
H -0.76 4.40 -4.57  0.43
H 0.46 2.27 -4.36  0.52
H 0.84 0.40 -2.74  0.62
H 1.52 0.75 -1.17  -0.83
H 2.86 1.44 -3.84  0.45
H 3.28 0.07 -2.81  0.32
H 3.57 1.73 -2.26  0.27
H 3.08 2.88 -0.24  0.52
H 4.73 1.88 1.99  0.61
H 4.04 0.48 4.20  0.47
H 1.34 0.29 4.17  0.62
C 4.43 -3.85 -3.59  -1.55
C 3.32 -3.33 -2.71  0.68
C 1.99 -3.56 -3.02  -0.86
C 0.95 -3.12 -2.22  0.78
C -0.46 -3.42 -2.67  -1.76
C 1.28 -2.41 -1.06  1.04
Te -0.06 -1.97 0.50  0.95
N -0.64 0.40 0.40  -0.39
C -1.63 0.01 -0.29  1.19
O -1.60 -1.30 -0.61  -0.23
C -2.83 0.74 -0.76  0.44
C -3.39 0.40 -1.99  -0.53
C -4.50 1.08 -2.45  -0.77
C -5.08 2.08 -1.67  -0.52
C -4.55 2.39 -0.43  -1.15
C -3.42 1.73 0.02  0.02
C -1.09 -3.82 0.59  1.03
C -2.38 -4.01 0.10  -0.59
C -3.02 -5.22 0.32  -0.90
C -2.38 -6.23 1.03  -0.76
C -1.10 -6.02 1.53  -0.85
C -0.44 -4.82 1.32  0.29
C 0.95 -4.62 1.88  -1.46
C 2.62 -2.14 -0.72  0.85
C 3.04 -1.40 0.53  -1.69
C 3.61 -2.60 -1.56  -0.68
H 4.03 -4.33 -4.48  0.40
H 5.03 -4.58 -3.04  0.32
H 5.09 -3.04 -3.90  0.35
H 1.74 -4.09 -3.93  0.41
H -0.52 -3.29 -3.75  0.57
H -1.20 -2.78 -2.20  -0.19
H -0.72 -4.46 -2.45  0.37
H -2.94 -0.37 -2.59  0.43
H -4.93 0.83 -3.41  0.45
H -5.96 2.60 -2.03  0.43
H -5.01 3.15 0.19  0.48
H -3.04 1.96 1.01  0.39
H -2.88 -3.23 -0.44  0.57
H -4.02 -5.38 -0.06  0.48
H -2.88 -7.17 1.20  0.41
H -0.61 -6.80 2.08  0.44
H 1.36 -5.57 2.24  0.51
H 0.95 -3.92 2.72  0.30
H 1.65 -4.25 1.12  0.21
H 2.33 -0.62 0.83  -0.46
H 3.99 -0.90 0.35  0.56
H 3.17 -2.07 1.38  0.42
H 4.65 -2.39 -1.31  0.46

- Charge: +1
- Multiplicity: 2
- E_tot: -4723.23427 Eh
- ⟨S²⟩: 0.755
- Gap between HOMO and LUMO (alpha / beta): 6.9600 / 6.8016 eV
- Strongest force on any atom: 0.63 eV/Å

[5]
This record from the Open Molecules 2025 dataset describes a structure of composition C44H40IrN4O7S5. The level of theory is wB97M-V/def2-TZVPD.

Last column: Mulliken charge in e.
Positions of all 101 atoms, in Å:
Ir -0.64 0.28 -0.64  4.21
O -0.77 0.49 3.90  -0.63
S -1.32 0.17 2.64  1.22
O -1.99 1.59 2.11  0.10
O -0.44 -0.32 1.61  -0.56
C -2.61 -1.03 2.90  -0.41
C -2.92 -1.30 4.22  -0.56
C -3.79 -2.34 4.51  -0.70
C -4.31 -3.12 3.48  -0.66
C -3.98 -2.85 2.16  -0.64
C -3.13 -1.81 1.86  -0.03
S -2.88 -1.39 0.15  1.50
O -2.90 0.09 0.15  -0.70
O -3.95 -1.98 -0.60  -0.63
O -1.55 -1.84 -0.30  -0.83
H -2.48 -0.70 5.00  0.57
H -4.03 -2.56 5.54  0.44
H -4.99 -3.93 3.71  0.44
H -4.38 -3.44 1.34  0.58
N 0.58 -0.10 -2.36  -0.89
S 0.26 -0.03 -3.83  1.07
N -0.39 1.37 -4.32  -0.12
S -1.72 1.75 -3.53  0.90
N -1.74 1.46 -2.05  -1.08
S -2.55 3.02 0.15  1.14
N -1.43 2.14 0.99  -0.36
C -1.37 4.36 -0.19  0.98
C -1.77 5.67 -0.04  -0.43
C -0.86 6.69 -0.30  -0.84
C 0.41 6.39 -0.74  -0.69
C 0.80 5.06 -0.89  -0.70
C -0.09 4.04 -0.61  -0.52
C -3.54 3.75 1.47  0.06
C -2.96 4.41 2.55  -0.26
C -3.79 4.93 3.52  -0.93
C -5.17 4.77 3.43  -0.45
C -5.73 4.09 2.35  -0.90
C -4.91 3.57 1.36  -0.26
C -3.09 1.01 -4.42  0.38
C -3.15 1.26 -5.78  -0.96
C -4.22 0.76 -6.51  -0.85
C -5.20 0.02 -5.86  -0.66
C -5.12 -0.22 -4.49  -0.75
C -4.06 0.28 -3.75  0.30
C -1.98 3.47 -3.91  0.30
C -0.98 4.28 -4.42  -0.20
C -1.27 5.61 -4.67  -0.75
C -2.53 6.12 -4.40  -0.63
C -3.52 5.30 -3.88  -0.73
C -3.25 3.96 -3.63  -0.69
C 1.73 -0.15 -4.83  0.03
C 2.52 -1.27 -4.66  -0.43
C 3.69 -1.37 -5.40  -0.79
C 4.05 -0.36 -6.28  -0.50
C 3.24 0.76 -6.43  -0.85
C 2.07 0.88 -5.70  0.10
C -0.85 -1.32 -4.41  0.35
C -1.60 -2.01 -3.48  -0.50
C -2.57 -2.90 -3.92  -0.54
C -2.76 -3.09 -5.28  -0.60
C -1.97 -2.41 -6.21  -0.85
C -1.01 -1.51 -5.77  -0.70
H -2.77 5.92 0.30  0.61
H -1.16 7.72 -0.15  0.47
H 1.11 7.18 -0.97  0.46
H 1.81 4.82 -1.21  0.52
H 0.22 3.01 -0.70  0.32
H -1.89 4.52 2.62  0.54
H -3.36 5.45 4.37  0.46
H -5.82 5.19 4.18  0.44
H -6.80 3.97 2.28  0.47
H -5.33 3.05 0.51  0.56
H -2.38 1.85 -6.25  0.45
H -4.29 0.95 -7.57  0.49
H -6.04 -0.37 -6.43  0.44
H -5.89 -0.80 -4.00  0.52
H -3.97 0.11 -2.69  0.17
H -0.01 3.86 -4.64  0.43
H -0.50 6.25 -5.07  0.50
H -2.75 7.16 -4.60  0.45
H -4.51 5.69 -3.67  0.49
H -4.01 3.30 -3.23  0.50
H 2.24 -2.04 -3.96  0.53
H 4.32 -2.24 -5.28  0.43
H 4.96 -0.45 -6.86  0.42
H 3.53 1.55 -7.11  0.46
H 1.42 1.73 -5.79  0.36
H -1.44 -1.86 -2.42  0.60
H -3.18 -3.41 -3.20  0.53
H -3.52 -3.77 -5.63  0.44
H -2.11 -2.58 -7.27  0.45
H -0.39 -0.97 -6.48  0.53
C 3.58 -1.23 0.15  -1.40
C 2.11 -0.97 0.38  0.03
O 1.75 0.38 -0.01  -0.37
H 3.81 -2.25 0.46  0.40
H 4.20 -0.54 0.72  0.36
H 3.83 -1.13 -0.91  0.32
H 1.84 -1.05 1.43  0.29
H 1.50 -1.68 -0.19  0.13
H 2.20 0.54 -0.85  0.30

- Charge: +2
- Multiplicity: 6
- E_tot: -4540.71364 Eh
- ⟨S²⟩: 8.766
- Gap between HOMO and LUMO (alpha / beta): 7.5832 / 5.6096 eV
- Strongest force on any atom: 2.93 eV/Å